Record 1
Computed, not measured: a structure of composition C9H12N in a non-equilibrium geometry, with the ωB97M-V functional and the def2-TZVPD basis.

XYZ file:
```
22
Properties=species:S:1:pos:R:3:forces:R:3:nbo_charge:R:1
C -2.380 1.545 -0.211 -0.3 -6.1 1.5 -0.241
C -1.364 0.461 0.556 -0.2 1.8 1.1 -0.063
C -0.254 -0.205 -0.178 -2.4 -1.7 0.8 0.131
C -1.142 -1.330 -0.270 1.7 3.3 0.2 0.079
C -3.586 -0.646 0.055 -1.0 0.2 1.2 -0.329
C -3.367 0.738 -0.344 0.2 0.1 0.4 0.296
C 1.643 1.456 0.078 0.0 0.0 -4.5 -0.588
C 2.087 -1.077 0.057 -1.0 -1.2 2.2 -0.615
C 1.170 0.025 -0.447 1.6 2.4 -2.2 -0.314
N -2.152 -0.810 0.493 0.1 -1.5 -1.7 -0.263
H -2.183 2.475 -0.432 1.1 4.7 -1.0 0.253
H -1.284 0.699 1.634 0.5 0.6 -0.7 0.262
H -0.991 -2.183 -0.835 -0.5 -2.1 -0.6 0.233
H -4.214 -0.805 0.975 0.4 0.5 -1.0 0.266
H -3.992 -1.252 -0.753 0.6 -0.4 0.0 0.274
H 1.811 1.317 1.084 0.7 0.5 2.3 0.212
H 2.542 1.842 -0.580 -1.4 -1.1 1.8 0.244
H 0.881 2.221 -0.180 0.2 -0.4 0.6 0.207
H 1.588 -2.082 0.105 0.7 0.8 -0.6 0.219
H 3.093 -1.118 -0.274 0.6 -0.1 -1.7 0.252
H 2.378 -0.911 1.104 -0.8 0.3 0.3 0.222
H 1.351 0.147 -1.585 -0.8 -0.6 1.4 0.263
```
Forces are in eV/Å.

**Relative energy (zero: lowest compared OMol25 entry of this formula, charge and spin)**: 128.67 kcal/mol
**Molar mass**: 134.2 g/mol
**E_tot**: -404.39991 hartree
**LUMO level (alpha / beta)**: -5.44 / -6.37 eV
**Net charge**: +1
**Gap between HOMO and LUMO (alpha / beta)**: 8.14 / 7.03 eV
**HOMO level (alpha / beta)**: -13.58 / -13.41 eV



Record 2
Computed, not measured: a structure of composition C9H12N2 in a non-equilibrium geometry, with the ωB97M-V functional and the def2-TZVPD basis.

XYZ file:
```
23
Properties=species:S:1:pos:R:3:forces:R:3:nbo_charge:R:1
C 1.011 2.326 -1.460 -0.1 0.3 0.3 -0.233
C -0.316 2.397 -1.077 -0.4 1.8 0.2 -0.187
C 1.576 1.107 -1.754 2.0 -1.0 -2.0 -0.189
C -1.065 1.257 -0.947 -0.2 1.2 1.4 -0.224
C 0.840 -0.087 -1.663 -0.5 1.8 0.2 -0.246
C -0.451 0.067 -1.185 -1.5 -2.8 -0.1 -0.067
C 0.026 -1.007 1.599 -1.5 -0.3 0.3 0.023
C -0.238 -1.134 3.092 1.4 0.3 -0.7 -0.633
C -1.290 -1.128 -0.898 3.7 -1.1 1.8 -0.241
N 0.903 -1.905 0.900 0.9 0.5 0.5 -0.461
N -0.479 -2.005 0.671 -1.9 0.3 -2.2 -0.230
H 1.613 3.227 -1.479 -0.1 -0.1 -0.3 0.219
H -0.746 3.398 -0.885 0.2 -0.7 0.0 0.214
H 2.593 1.142 -2.280 -1.4 -0.4 1.2 0.218
H -2.033 1.245 -0.427 0.3 0.2 -0.7 0.217
H 1.076 -1.071 -2.000 0.9 -0.3 -0.2 0.225
H -0.244 -0.009 1.282 0.9 0.3 -0.6 0.176
H 0.416 -1.892 3.507 0.3 0.1 0.3 0.224
H -1.221 -1.388 3.383 -1.3 -0.4 -0.3 0.219
H -0.075 -0.141 3.503 0.4 -0.1 0.4 0.206
H -2.231 -0.933 -0.476 -1.2 0.1 0.3 0.200
H -1.233 -1.934 -1.618 -0.1 -0.1 0.1 0.208
H 1.570 -1.533 0.212 -0.8 0.3 -0.2 0.362
```
Forces are in eV/Å.

**Relative energy (zero: lowest compared OMol25 entry of this formula, charge and spin)**: 114.40 kcal/mol
**Molar mass**: 148.2 g/mol
**E_tot**: -459.50521 hartree
**LUMO level (alpha / beta)**: 0.86 / 0.86 eV
**Gap between HOMO and LUMO (alpha / beta)**: 8.80 / 8.80 eV
**HOMO level (alpha / beta)**: -7.94 / -7.94 eV



Record 3
Computed, not measured: the molecule C9H12N2, with the ωB97M-V functional and the def2-TZVPD basis.

XYZ file:
```
23
Properties=species:S:1:pos:R:3:forces:R:3:nbo_charge:R:1
C -1.926 1.724 0.308 0.0 0.2 -0.1 -0.234
C -2.977 0.871 0.028 0.0 0.0 0.1 -0.207
C -0.641 1.220 0.408 -0.1 -0.1 0.0 -0.245
C -2.740 -0.481 -0.140 0.0 0.0 0.0 -0.260
C -0.382 -0.132 0.220 -0.3 0.1 0.0 0.155
C -1.455 -1.005 -0.052 0.0 0.4 0.0 0.142
C 2.113 -0.039 0.061 0.3 -0.1 0.0 0.209
C 2.108 1.040 -0.981 0.0 0.1 -0.1 -0.662
C 3.245 -0.461 0.627 0.1 0.1 0.0 -0.526
N 0.910 -0.670 0.329 -0.2 -0.5 0.1 -0.627
N -1.243 -2.351 -0.295 0.2 -0.2 0.0 -0.805
H -2.098 2.777 0.463 0.0 0.1 0.0 0.211
H -3.985 1.248 -0.057 -0.1 0.1 0.0 0.212
H 0.176 1.880 0.650 0.1 0.1 0.1 0.215
H -3.562 -1.149 -0.356 -0.1 -0.1 -0.1 0.205
H 2.916 0.867 -1.689 0.0 0.0 0.0 0.231
H 2.270 2.018 -0.533 -0.1 0.1 0.0 0.224
H 1.163 1.055 -1.520 0.0 0.1 -0.1 0.228
H -0.337 -2.715 -0.054 -0.1 -0.1 -0.1 0.380
H 3.272 -1.243 1.367 -0.1 -0.2 0.2 0.190
H 4.190 -0.034 0.347 0.2 0.1 -0.1 0.202
H 0.995 -1.453 0.960 0.0 0.1 0.0 0.379
H -2.012 -2.968 -0.092 0.1 0.0 0.0 0.383
```
Forces are in eV/Å.

**Relative energy (zero: lowest compared OMol25 entry of this formula, charge and spin)**: 26.98 kcal/mol
**Molar mass**: 148.2 g/mol
**E_tot**: -459.64453 hartree
**LUMO level**: 0.92 eV
**SMILES string**: C=C(C)Nc1ccccc1N
**Gap between HOMO and LUMO**: 8.35 eV
**HOMO level**: -7.43 eV



Record 4
Computed, not measured: the molecule C9H12N2O in a non-equilibrium geometry, with the ωB97M-V functional and the def2-TZVPD basis.

XYZ file:
```
24
Properties=species:S:1:pos:R:3:forces:R:3:nbo_charge:R:1
C 3.395 -1.363 -0.527 -0.1 0.1 -1.4 -0.310
C 2.025 -1.202 -0.887 0.5 1.2 1.2 -0.275
C 3.738 -0.228 0.126 2.8 -2.1 -0.6 0.102
C 1.669 -0.023 -0.299 -2.2 -0.7 -0.7 0.201
C -1.516 -0.342 1.275 2.9 1.3 0.6 -0.471
C -2.446 -0.015 0.252 -0.9 -0.3 1.8 -0.242
C 0.371 0.654 -0.176 -2.0 1.1 1.6 0.108
C -3.488 -1.103 -0.100 -1.4 3.3 -0.7 -0.606
C 0.436 2.140 0.310 1.3 -0.5 -0.1 -0.645
N -1.732 0.334 -1.205 0.1 0.2 0.0 -0.025
N -0.568 0.547 -1.156 0.3 -0.4 -1.0 -0.069
O 2.711 0.524 0.306 -1.2 3.0 1.2 -0.382
H 4.084 -2.039 -0.984 0.3 -0.5 0.2 0.226
H 1.350 -1.725 -1.491 -0.5 -1.1 -0.6 0.231
H 4.741 0.148 0.287 -0.4 0.1 0.6 0.205
H -1.104 0.332 2.121 -1.1 -1.0 -1.7 0.217
H -1.063 -1.341 1.266 -0.5 0.2 0.2 0.194
H -3.020 0.926 0.429 0.7 -0.5 -0.1 0.217
H -3.928 -0.545 -0.988 -0.2 -1.4 0.7 0.213
H -4.293 -1.234 0.688 1.2 0.1 -0.9 0.219
H -3.053 -1.997 -0.435 0.5 -1.3 -0.2 0.207
H 0.926 2.135 1.293 -0.3 0.2 -0.2 0.233
H -0.393 2.872 0.280 -0.2 -1.3 0.1 0.238
H 1.159 2.546 -0.386 0.4 0.6 0.0 0.213
```
Forces are in eV/Å.

**Relative energy (zero: lowest compared OMol25 entry of this formula, charge and spin)**: 137.83 kcal/mol
**Molar mass**: 164.2 g/mol
**E_tot**: -534.69171 hartree
**LUMO level (alpha / beta)**: 0.13 / 0.13 eV
**Gap between HOMO and LUMO (alpha / beta)**: 7.41 / 7.42 eV
**HOMO level (alpha / beta)**: -7.28 / -7.29 eV



Record 5
Computed, not measured: the molecule C9H12N2O in a non-equilibrium geometry, with the ωB97M-V functional and the def2-TZVPD basis.

XYZ file:
```
24
Properties=species:S:1:pos:R:3:forces:R:3:nbo_charge:R:1
C 2.275 -0.827 1.029 0.2 -0.1 1.9 -0.267
C 2.569 -1.738 0.012 -0.2 -1.4 0.0 -0.281
C 1.572 0.214 0.509 -0.1 1.0 0.8 -0.118
C 1.997 -1.289 -1.138 1.5 0.0 0.9 -0.063
C -1.526 -1.953 0.273 -2.3 -1.6 -1.4 0.198
C -1.571 1.058 -0.799 0.8 0.9 2.4 -0.397
C -1.713 0.528 0.713 0.5 -1.8 -2.0 -0.479
C -0.208 1.553 -1.230 1.2 -1.4 -1.1 -0.290
C -1.066 -0.847 0.963 0.4 1.5 0.8 -0.073
N 1.390 -0.107 -0.794 -0.2 0.1 -1.9 -0.175
N 0.673 0.461 -1.736 -1.2 1.3 0.0 -0.130
O -2.374 -1.906 -0.680 1.7 0.1 1.6 -0.513
H 2.464 -1.032 2.079 0.2 0.4 -0.2 0.221
H 3.015 -2.709 0.170 0.3 0.2 -0.2 0.224
H 1.248 1.202 0.892 0.2 -1.3 0.0 0.227
H 2.332 -1.493 -2.132 -0.8 -0.2 -0.6 0.233
H -1.307 -2.940 0.728 0.3 0.2 -0.5 0.135
H -1.809 0.215 -1.335 -0.9 -1.6 -1.8 0.243
H -2.237 1.892 -1.005 -0.5 -0.2 0.3 0.214
H -1.261 1.181 1.417 -0.4 1.0 0.8 0.212
H -2.787 0.250 0.762 0.4 0.9 0.6 0.255
H -0.305 2.087 -2.190 -0.1 0.7 0.9 0.227
H 0.287 2.029 -0.386 -0.1 1.0 -0.5 0.180
H -0.355 -1.044 1.810 -0.9 0.5 -0.9 0.215
```
Forces are in eV/Å.

**Relative energy (zero: lowest compared OMol25 entry of this formula, charge and spin)**: 131.50 kcal/mol
**Molar mass**: 164.2 g/mol
**E_tot**: -534.70180 hartree
**LUMO level (alpha / beta)**: -0.35 / -1.34 eV
**Gap between HOMO and LUMO (alpha / beta)**: 8.32 / 6.56 eV
**HOMO level (alpha / beta)**: -8.67 / -7.91 eV



Record 6
Computed, not measured: the molecule C9H12N2O2 in a non-equilibrium geometry, with the ωB97M-V functional and the def2-TZVPD basis.

XYZ file:
```
25
Properties=species:S:1:pos:R:3:forces:R:3:nbo_charge:R:1
C -2.962 0.134 -1.385 1.0 -0.4 -0.1 -0.421
N -2.744 -1.244 -0.919 -0.3 -0.2 -0.6 -0.598
C -1.407 -1.719 -1.232 0.6 0.6 0.7 -0.231
C -0.348 -0.974 -0.417 -0.7 -0.1 -0.9 -0.086
O -0.639 -1.097 0.976 0.7 -0.1 0.4 -0.501
C 0.413 -0.836 1.804 0.1 -0.7 0.7 0.787
O 0.582 -1.457 2.828 -0.3 0.7 -1.0 -0.523
C 1.319 0.282 1.364 -0.7 0.1 0.2 -0.099
C 2.558 0.066 0.840 0.8 -2.1 -0.1 -0.250
C 3.367 1.077 0.407 0.1 0.4 -0.2 0.041
N 2.983 2.344 0.460 0.5 0.0 -0.1 -0.397
C 1.790 2.543 0.987 -0.4 1.8 -0.1 0.037
C 0.920 1.597 1.442 -0.6 -0.6 0.3 -0.246
H -2.413 0.280 -2.330 -0.4 0.2 -0.2 0.159
H -4.023 0.308 -1.510 0.0 0.2 0.0 0.210
H -2.519 0.852 -0.698 -0.3 0.0 0.3 0.190
H -3.366 -1.809 -1.486 -0.2 -0.2 0.3 0.352
H -1.136 -1.520 -2.283 0.0 -0.2 -0.1 0.164
H -1.281 -2.779 -1.020 -0.4 -0.1 -0.1 0.208
H 0.611 -1.423 -0.672 0.2 0.1 0.2 0.186
H -0.356 0.062 -0.755 0.2 0.2 0.3 0.180
H 2.917 -0.952 0.749 0.1 0.0 0.0 0.221
H 4.328 0.833 -0.023 0.1 0.2 0.0 0.198
H 1.454 3.575 1.033 0.2 0.1 0.0 0.191
H -0.047 1.858 1.840 -0.1 0.2 0.0 0.229
```
Forces are in eV/Å.

**Relative energy (zero: lowest compared OMol25 entry of this formula, charge and spin)**: 9.66 kcal/mol
**Molar mass**: 180.2 g/mol
**E_tot**: -610.10846 hartree
**LUMO level**: 0.53 eV
**SMILES string**: CNCCOC(=O)c1ccncc1
**Gap between HOMO and LUMO**: 9.95 eV
**HOMO level**: -9.41 eV



Record 7
Computed, not measured: the molecule C9H12N2O3 in a non-equilibrium geometry, with the ωB97M-V functional and the def2-TZVPD basis.

XYZ file:
```
26
Properties=species:S:1:pos:R:3:forces:R:3:nbo_charge:R:1
C -1.924 2.564 2.058 0.1 0.1 0.0 -0.403
N -2.181 1.475 1.127 1.0 0.2 -0.9 -0.450
C -3.509 1.380 0.544 0.1 -0.1 -0.3 -0.402
C -1.126 1.168 0.252 0.4 -2.2 0.7 0.100
H -2.860 2.829 2.554 0.2 0.1 -0.1 0.207
H -1.229 2.244 2.843 0.0 0.1 -0.2 0.210
H -1.515 3.456 1.540 -0.2 -0.2 0.4 0.177
H -4.235 1.799 1.238 0.0 0.0 -0.1 0.208
H -3.554 1.917 -0.426 -0.3 -0.2 0.4 0.177
H -3.768 0.325 0.392 0.0 0.2 -0.1 0.209
H -1.393 1.002 -0.815 -0.3 -0.2 0.8 0.188
H -0.245 1.812 0.257 -0.2 0.2 0.5 0.188
O -0.514 -0.271 0.773 -0.7 2.1 -1.2 -0.546
C 0.507 -0.762 0.057 -0.2 -0.3 0.6 0.446
C 1.050 -1.989 0.546 0.2 0.5 -0.7 -0.299
C 2.109 -2.555 -0.128 0.3 0.0 -0.3 -0.146
C 2.660 -1.936 -1.271 -1.3 0.9 0.5 -0.038
N 3.773 -2.551 -1.923 2.2 -1.8 -0.9 0.504
O 4.284 -2.028 -2.941 -1.2 -0.8 2.1 -0.386
O 4.195 -3.636 -1.424 -0.8 2.4 -1.2 -0.403
C 2.105 -0.735 -1.741 0.4 -0.2 -0.2 -0.125
C 1.038 -0.134 -1.086 0.0 -0.2 0.2 -0.365
H 0.643 -2.468 1.439 0.0 0.3 -0.4 0.235
H 2.555 -3.485 0.206 -0.1 0.1 0.0 0.251
H 2.512 -0.241 -2.621 0.1 -0.3 0.2 0.243
H 0.621 0.818 -1.447 0.4 -0.7 0.1 0.220
```
Forces are in eV/Å.

**Relative energy (zero: lowest compared OMol25 entry of this formula, charge and spin)**: 105.84 kcal/mol
**Molar mass**: 196.2 g/mol
**E_tot**: -685.23938 hartree
**LUMO level**: -0.35 eV
**SMILES string**: CN(C)COc1ccc([N+](=O)[O-])cc1
**Gap between HOMO and LUMO**: 8.51 eV
**HOMO level**: -8.85 eV



Record 8
Computed, not measured: a structure of composition C9H12N2OS in a non-equilibrium geometry, with the ωB97M-V functional and the def2-TZVPD basis.

XYZ file:
```
25
Properties=species:S:1:pos:R:3:forces:R:3:nbo_charge:R:1
C -1.310 2.246 2.457 1.4 -1.2 -4.5 -0.249
C -0.612 1.136 1.872 0.5 0.3 3.0 -0.150
C -1.797 3.241 1.645 0.5 -1.9 -0.6 0.027
C -0.422 1.148 0.520 -0.2 -0.8 -0.1 -0.145
C -0.862 2.279 -0.108 0.4 -0.8 -3.5 0.213
C 0.108 -0.006 -0.330 -0.2 1.5 0.6 0.111
C -0.309 -1.332 0.254 2.4 -1.2 -1.0 -0.624
C 1.631 0.059 -0.260 1.5 -1.4 -1.2 -0.638
C -0.550 -0.893 -2.502 2.0 -0.2 -0.9 -0.403
N -1.583 3.235 0.332 0.5 0.7 -0.8 -0.434
N -0.457 0.196 -1.651 0.1 1.8 1.2 -0.667
O -1.482 1.857 -3.243 -1.7 0.1 -1.4 -0.921
S -0.348 1.716 -2.388 0.9 0.6 4.3 1.335
H -1.466 2.330 3.424 -0.7 0.0 4.6 0.206
H -0.146 0.360 2.611 -1.1 1.3 -1.7 0.221
H -2.493 3.931 1.949 -1.2 1.8 1.1 0.194
H -1.345 -1.628 0.112 0.1 0.1 0.6 0.239
H 0.166 -1.280 1.218 -1.0 -0.3 1.1 0.225
H 0.428 -2.102 -0.167 -1.5 0.6 0.0 0.212
H 2.068 0.909 -0.758 -0.3 0.5 -0.7 0.224
H 2.011 -0.881 -0.853 -0.2 1.6 1.5 0.208
H 2.082 0.214 0.745 -0.6 -1.0 -0.4 0.229
H -0.780 -0.505 -3.459 0.3 0.0 -1.5 0.223
H 0.356 -1.485 -2.413 0.3 -0.3 -0.8 0.173
H -1.332 -1.512 -2.310 -2.5 -1.9 1.0 0.190
```
Forces are in eV/Å.

**Relative energy (zero: lowest compared OMol25 entry of this formula, charge and spin)**: 96.05 kcal/mol
**Molar mass**: 196.3 g/mol
**E_tot**: -932.94013 hartree
**LUMO level**: 0.47 eV
**Gap between HOMO and LUMO**: 8.31 eV
**HOMO level**: -7.84 eV